93
Properties=species:S:1:pos:R:3:mulliken_charge:R:1 method="wB97M-V/def2-TZVPD" total_charge=+1 e_lumo_ha=-0.0861 e_homo_ev=-10.46
F 6.84501 -4.38415 1.66687 -0.24
C 6.23929 -4.18468 2.88512 0.85
F 5.72636 -5.38189 3.28455 -0.28
F 7.23630 -3.84944 3.76816 -0.25
C 5.20403 -3.10173 2.79572 0.01
C 3.86936 -3.35066 3.10409 -1.21
C 2.95184 -2.28866 3.02568 1.15
N 1.58984 -2.53557 3.21947 -0.15
C 0.57619 -1.66229 2.87410 0.30
S 0.75552 -0.24300 1.98806 -0.30
N -0.65144 -2.10882 3.27595 -0.16
C -1.85170 -1.31573 2.95735 -1.04
C -1.97965 -1.27156 1.43029 1.67
C -2.40372 -2.62925 0.87348 -1.06
C -3.92961 -2.63291 0.98706 -0.63
C -4.35570 -1.24636 1.47281 -0.48
N -3.15003 -0.35122 1.20824 0.08
C 3.39427 -1.00150 2.74941 -0.84
C 4.70895 -0.80288 2.34051 -0.04
C 5.09902 0.56758 1.86066 0.76
F 6.22104 0.53965 1.08312 -0.27
F 4.09873 1.12920 1.09112 -0.12
F 5.32807 1.43750 2.88931 -0.32
C 5.63700 -1.83870 2.38811 -0.98
H 3.53065 -4.34411 3.39521 0.49
H 1.32244 -3.47120 3.53806 0.29
H -0.70597 -2.73666 4.07526 0.35
H -2.72386 -1.82349 3.40721 0.56
H -1.76563 -0.28378 3.36957 0.28
H -1.10102 -0.83474 0.93635 -1.61
H -2.05397 -2.75607 -0.15745 0.32
H -1.92953 -3.43690 1.44688 0.50
H -4.39279 -2.85359 0.01683 0.34
H -4.28796 -3.39882 1.68637 0.34
H -5.24110 -0.86502 0.96199 0.37
H -4.52882 -1.20662 2.55956 0.41
H -3.07207 0.36938 1.94068 0.69
H 2.73011 -0.12143 2.79686 0.84
H 6.67140 -1.65749 2.11339 0.54
C -7.21465 5.62391 0.63344 -0.80
O -7.46177 4.20916 0.54238 -0.44
C -6.41033 3.35336 0.42147 0.78
C -6.73553 2.01450 0.11468 -0.97
C -5.73313 1.10208 -0.18173 0.00
C -4.38127 1.40858 0.07130 -0.57
C -3.24666 0.35473 -0.09107 0.31
C -1.95048 0.98623 -0.57064 -0.15
C -0.96505 0.34073 -1.26410 -0.71
N 0.04062 0.92217 -1.99115 0.54
C 1.08340 0.05728 -2.54340 -0.12
C 1.96525 -0.55446 -1.45289 0.06
C 3.03105 -1.48234 -1.98461 0.26
C 4.26129 -1.51724 -1.32082 -0.19
C 5.29155 -2.32992 -1.79032 -0.60
C 5.09828 -3.09895 -2.94772 -0.59
C 3.85747 -3.08098 -3.60052 -0.77
C 2.81689 -2.28830 -3.10818 -0.29
C 1.86104 0.99368 -3.46067 0.20
O 2.87170 0.73438 -4.11086 -0.70
N 1.22939 2.20619 -3.43022 0.23
C 1.71626 3.31550 -4.21709 -0.97
C 0.07117 2.29304 -2.54262 0.18
C -1.18976 2.66544 -3.33683 -1.51
C 0.32532 3.36786 -1.47487 -1.51
C -4.08093 2.69173 0.54574 -0.57
C -5.05406 3.69382 0.61791 -0.89
H -8.21228 6.05465 0.70563 0.25
H -6.62974 5.86470 1.52827 0.32
H -6.70588 5.99382 -0.26476 0.35
H -7.79491 1.74149 0.11650 0.42
H -6.01979 0.14357 -0.62624 0.62
H -3.55789 -0.44191 -0.80147 0.69
H -1.79820 2.05831 -0.43162 -0.37
H -0.90581 -0.75545 -1.27346 0.86
H 0.62981 -0.73969 -3.16405 0.35
H 2.44876 0.26963 -0.90461 0.24
H 1.34167 -1.06039 -0.69570 0.14
H 4.40340 -0.86335 -0.45496 0.43
H 6.24411 -2.34888 -1.25077 0.45
H 5.91174 -3.71274 -3.33869 0.37
H 3.69155 -3.67826 -4.49915 0.39
H 1.84556 -2.27369 -3.60854 0.30
H 2.61053 2.98411 -4.74896 0.37
H 0.96170 3.63923 -4.94613 0.30
H 1.97592 4.17154 -3.57993 0.31
H -1.28736 2.01552 -4.21585 0.39
H -2.08146 2.57405 -2.70796 0.19
H -1.10386 3.70492 -3.67785 0.48
H 1.33800 3.25689 -1.06733 0.38
H 0.23621 4.35270 -1.95003 0.48
H -0.40091 3.30263 -0.66352 0.24
H -3.06279 2.97269 0.80411 0.37
H -4.78594 4.71929 0.88439 0.34

=====

95
Properties=species:S:1:pos:R:3:mulliken_charge:R:1 method="wB97M-V/def2-TZVPD" total_charge=+1 e_lumo_ha="-0.1313 / -0.1162" s2=0.76 e_homo_ev="-10.28 / -10.29" multiplicity=2
Re -0.14726 1.66444 0.09218 1.52
N -2.47785 2.24581 3.53550 -0.34
C -1.74160 1.72596 2.56207 0.29
O -0.78025 2.36829 2.07655 -0.59
C -1.93202 0.31530 2.11130 -0.66
C -1.68846 0.28550 0.59921 -0.15
H -2.42012 3.24135 3.68723 0.28
H -3.33850 1.79697 3.79654 0.24
H -2.91446 -0.07902 2.37394 0.60
H -1.16537 -0.28296 2.61278 0.22
H -2.59198 0.62062 0.08790 -0.09
H -1.44670 -0.72197 0.28836 0.24
N -6.23422 3.17219 -4.95481 -0.49
C -5.48785 3.26891 -3.81653 1.14
C -5.09941 4.52569 -3.32435 -0.83
C -4.32885 4.62549 -2.18872 -0.35
C -3.92186 3.46927 -1.53392 -0.13
C -4.28247 2.21577 -2.00971 -0.23
C -5.06336 2.11472 -3.14023 -1.07
S -2.93864 3.58741 -0.08201 1.30
O -2.94991 4.91592 0.45147 -0.73
O -3.32881 2.52399 0.81106 -0.73
N -1.34411 3.18499 -0.53079 0.06
C -0.66973 4.07321 -1.34031 0.51
N 0.64440 3.83528 -1.41942 -0.02
C 1.37930 4.66533 -2.14021 -0.19
C 0.83158 5.75034 -2.80346 -0.90
C -0.54142 5.89384 -2.68357 -0.19
N -1.28866 5.06805 -1.96571 -0.40
H -6.65008 3.99855 -5.34287 0.20
H -6.65675 2.29571 -5.19892 0.21
H -5.41664 5.41846 -3.84899 0.29
H -4.04141 5.58317 -1.78328 0.50
H -3.96220 1.32874 -1.47784 0.31
H -5.36125 1.14309 -3.51406 0.32
H 2.44304 4.45064 -2.16662 0.47
H 1.43379 6.42877 -3.38747 0.42
H -1.07661 6.69778 -3.17840 0.44
C 2.28625 4.92261 3.94904 -1.10
N 2.12548 4.31746 2.64028 -0.14
C 2.08711 3.01292 2.38421 0.60
S 2.20876 2.51647 0.74362 -0.46
N 2.05262 2.15306 3.39178 -0.02
C 2.04274 0.70185 3.24249 -0.79
H 2.58393 5.95887 3.82030 0.37
H 3.07326 4.41207 4.50689 0.36
H 1.35891 4.90269 4.52642 0.31
H 2.03023 4.91922 1.84008 0.26
H 2.00410 2.51919 4.32956 0.27
H 1.47603 0.41476 2.36068 -0.21
H 1.57718 0.26529 4.12273 0.44
H 3.05149 0.30128 3.13630 0.46
O 0.48693 0.87693 -1.74610 -0.80
C 1.21053 -0.05164 -1.26131 0.58
O 1.11029 -0.25150 -0.01750 -0.08
C 2.18824 -0.82193 -2.10406 -0.99
C 2.02246 -2.35858 -2.09922 -1.25
Ge 1.56651 -3.31808 -0.41009 1.17
C 2.60881 -2.80800 1.17765 1.00
C 2.18902 -3.10976 2.47033 -0.15
C 3.04589 -2.94338 3.55069 -0.75
C 4.33306 -2.46555 3.35079 -0.59
C 4.74997 -2.12684 2.07073 -0.94
C 3.89325 -2.30164 0.99327 -0.52
C 2.22686 -5.15126 -0.80484 -0.05
C 1.65128 -5.84994 -1.86510 -0.28
C 2.09538 -7.11966 -2.20246 -0.72
C 3.12102 -7.70923 -1.47657 -0.53
C 3.70063 -7.02500 -0.41933 -0.71
C 3.25589 -5.75150 -0.08615 -0.19
C -0.36967 -3.64402 -0.25983 0.73
C -0.87184 -4.39586 0.80139 -0.69
C -2.21829 -4.72315 0.86708 -0.88
C -3.07732 -4.33827 -0.15359 -0.49
C -2.58429 -3.62539 -1.23613 -0.76
C -1.24204 -3.27451 -1.28124 0.03
H 3.16638 -0.56419 -1.69081 0.27
H 2.12769 -0.42743 -3.11754 0.46
H 2.94620 -2.81268 -2.45573 0.49
H 1.24758 -2.63695 -2.81689 0.58
H 1.18562 -3.48380 2.63652 0.11
H 2.71064 -3.19952 4.54863 0.40
H 5.01248 -2.36865 4.18788 0.37
H 5.75231 -1.74996 1.91019 0.42
H 4.23187 -2.05206 -0.00687 0.25
H 0.84012 -5.39641 -2.42700 0.32
H 1.63824 -7.64797 -3.02987 0.41
H 3.46371 -8.70362 -1.73196 0.38
H 4.50103 -7.47958 0.15113 0.40
H 3.71429 -5.22252 0.74194 0.33
H -0.19819 -4.75103 1.57252 0.31
H -2.59223 -5.29632 1.70613 0.43
H -4.12437 -4.60968 -0.11316 0.41
H -3.24386 -3.34561 -2.04825 0.44
H -0.87348 -2.69756 -2.12353 0.27

=====

86
Properties=species:S:1:pos:R:3:mulliken_charge:R:1 method="wB97M-V/def2-TZVPD" e_lumo_ha=0.0067 e_homo_ev=-8.09
Hg 1.32776 3.74138 -2.85170 0.39
C 4.22323 1.10665 0.60824 -0.52
C 3.63680 0.04726 0.01290 -0.75
C 2.28163 -0.49210 0.37665 -0.60
C 1.12344 0.52003 0.43651 0.89
C 0.94432 1.34942 1.68103 -0.44
C 1.71823 1.40806 2.78426 -0.34
C 3.08476 0.76822 2.94323 -0.73
C 4.26896 1.33928 2.08556 -0.49
C -0.44781 4.45279 -1.98412 -1.16
H 4.83148 1.81301 0.00230 0.27
H 3.99468 -0.35183 -0.95291 0.35
H 2.30565 -1.06450 1.30845 0.29
H 2.01209 -1.19037 -0.42730 0.47
H 1.17503 1.18491 -0.44491 0.10
H 0.18607 -0.03481 0.26724 -0.23
H 0.07989 2.01671 1.58578 0.32
H 1.30237 1.90989 3.69271 0.34
H 3.03272 -0.32435 2.81460 0.16
H 3.38208 0.88651 4.00063 0.45
H 4.37016 2.43258 2.20309 0.27
H 5.19191 0.85137 2.45188 0.34
H -0.38301 5.51328 -1.69058 0.31
H -0.73340 3.90018 -1.08380 0.20
H -1.17944 4.29153 -2.79512 0.29
P -3.51961 -0.33291 0.78409 -0.03
P -1.67458 -2.87734 -0.94207 -0.17
N -3.56820 0.04240 2.51148 0.47
N -5.31103 -0.06330 0.61631 0.29
N -0.80036 -3.76614 0.37068 0.30
N -1.85932 -4.30649 -2.01359 0.35
C -3.68849 -2.16841 1.04384 -0.59
C -3.35451 -3.06886 -0.15960 -1.24
C -3.08263 1.25658 3.01760 -0.49
C -3.45398 1.37046 4.35496 -0.66
C -4.20268 0.19603 4.69297 -0.84
C -4.23746 -0.60735 3.55349 -0.07
C -5.80684 0.67693 -0.45859 -0.44
C -7.18341 0.48851 -0.53726 -0.61
C -7.56982 -0.37337 0.54269 -0.72
C -6.39943 -0.68243 1.24503 -0.03
C 0.34406 -3.18133 0.93035 -0.67
C 0.59599 -3.73649 2.18055 -0.22
C -0.39316 -4.75466 2.39927 -1.28
C -1.24132 -4.73394 1.28446 0.00
C -1.89941 -5.67559 -1.72112 -0.08
C -2.07936 -6.39272 -2.90666 -0.60
C -2.20324 -5.43038 -3.96424 -0.56
C -2.10074 -4.16678 -3.39172 -0.42
H -4.72222 -2.41102 1.34612 0.30
H -3.04743 -2.44194 1.89350 0.59
H -3.51094 -4.11930 0.15334 0.49
H -4.06583 -2.87318 -0.97736 0.56
H -2.49867 1.90505 2.37505 0.39
H -3.20804 2.19403 5.01593 0.41
H -4.66375 -0.04029 5.65037 0.42
H -4.63426 -1.60871 3.42444 0.45
H -5.12176 1.28253 -1.03824 0.40
H -7.83658 0.91201 -1.28843 0.40
H -8.56680 -0.72868 0.77316 0.42
H -6.27615 -1.26082 2.14764 0.21
H 0.90596 -2.46161 0.35073 0.37
H 1.37679 -3.42976 2.87096 0.44
H -0.48012 -5.40348 3.26105 0.42
H -2.10178 -5.34862 1.09476 0.42
H -1.79773 -6.03739 -0.71231 0.25
H -2.09943 -7.46834 -2.99903 0.44
H -2.33554 -5.64613 -5.01338 0.41
H -2.18045 -3.17758 -3.81819 0.35
C 6.57351 4.84207 -0.87619 -0.52
C 5.23683 5.00362 -0.44172 -0.70
C 4.17474 4.55789 -1.23176 -0.41
C 4.37798 3.91333 -2.49005 1.30
C 3.35437 3.34970 -3.31205 -0.47
C 3.68974 2.57324 -4.40452 -0.49
C 5.03976 2.50148 -4.85095 -0.52
C 6.05203 3.13321 -4.13822 -0.83
C 5.76695 3.76613 -2.90835 1.11
C 6.83228 4.19267 -2.07627 -0.75
H 7.39019 5.23163 -0.26955 0.38
H 5.04177 5.48924 0.52141 0.40
H 3.14792 4.69865 -0.87498 0.11
H 2.91706 2.03217 -4.96146 0.32
H 5.27178 1.95349 -5.76447 0.37
H 7.09082 3.12440 -4.49501 0.33
H 7.86694 4.01276 -2.39353 0.33

=====

93
Properties=species:S:1:pos:R:3:mulliken_charge:R:1 method="wB97M-V/def2-TZVPD" e_lumo_ha="-0.0199 / -0.0221" s2=8.76 e_homo_ev="-7.03 / -7.11" multiplicity=6
Mn -1.22865 1.31512 -0.99693 0.78
C 1.55867 2.31590 2.51179 -1.94
C 0.49756 1.79614 1.59439 0.43
N 0.66549 1.33094 0.42038 1.26
N 1.90345 1.23262 -0.11862 -0.51
C 2.05983 0.81253 -1.40640 0.11
N 3.35489 0.70907 -1.77437 -0.36
S 0.81593 0.45826 -2.45288 -0.49
C -0.91541 1.77256 2.06714 0.34
C -1.25215 1.91159 3.40320 -0.84
C -2.58370 1.78547 3.76797 -0.54
C -3.53417 1.53230 2.79269 -0.93
C -3.11312 1.42629 1.47426 -0.41
N -1.83802 1.54982 1.13017 0.69
H 2.50103 2.52968 2.01032 0.50
H 1.75028 1.60146 3.31520 0.17
H 1.21524 3.24543 2.96574 0.50
H 2.69575 1.64781 0.34867 0.24
H 4.04338 0.45448 -1.08064 0.18
H 3.50566 0.33328 -2.69571 0.33
H -0.48964 2.08222 4.14956 0.44
H -2.87252 1.87347 4.80701 0.43
H -4.58075 1.42311 3.03765 0.45
H -3.80657 1.23881 0.66321 0.48
O -3.62352 6.18417 -2.41248 -0.69
C -2.40792 6.53589 -1.97285 0.46
C -2.13932 7.90093 -1.84147 -0.64
C -0.90324 8.33386 -1.40479 -0.33
C 0.09655 7.41896 -1.08701 -0.76
C -0.16703 6.06819 -1.21031 -0.52
C -1.40687 5.60199 -1.64362 0.12
C -1.62958 4.13804 -1.73028 0.81
O -0.71346 3.33847 -1.31355 -0.68
N -2.77256 3.72248 -2.22417 -0.86
N -2.89800 2.32020 -2.10717 -0.09
C -3.03721 1.71593 -3.23351 -0.21
C -3.30164 0.29258 -3.40755 0.58
C -3.88785 -0.11391 -4.61001 -0.73
C -4.28261 -1.41992 -4.81589 -0.76
C -4.08947 -2.34847 -3.79486 -0.54
C -3.48152 -1.99183 -2.60872 -0.65
C -3.03020 -0.67165 -2.39305 0.26
O -2.37735 -0.36528 -1.30623 -0.05
H -3.63962 5.18965 -2.46859 0.49
H -2.92396 8.60171 -2.09581 0.42
H -0.71469 9.39699 -1.31385 0.36
H 1.06769 7.75964 -0.75177 0.40
H 0.58512 5.32676 -0.97250 0.39
H -3.02246 2.29922 -4.15751 0.30
H -4.05195 0.63371 -5.37938 0.38
H -4.74585 -1.71489 -5.74778 0.38
H -4.41917 -3.37213 -3.93375 0.40
H -3.32300 -2.71565 -1.81781 0.55
C -2.26952 -4.44019 1.09568 -1.27
C -0.84147 -4.75249 0.66282 0.09
C -0.45414 -4.05020 -0.63644 -0.68
C -0.26285 -2.54287 -0.50549 -1.40
N 0.96250 -2.20740 0.22106 1.88
C 1.05240 -1.82727 1.52039 -1.42
Se -0.29880 -1.58576 2.72876 0.00
N 2.38517 -1.66000 1.79441 1.56
C 2.93922 -1.36150 3.10489 -1.23
C 3.02840 -2.55288 4.04968 -0.64
C 3.85646 -3.75086 3.58760 -0.58
C 3.14744 -4.67165 2.59463 -0.78
C 3.13423 -1.93890 0.66427 0.75
C 4.50442 -1.94421 0.43307 -1.11
C 4.93071 -2.31461 -0.83604 -0.92
C 4.01983 -2.66390 -1.83655 -0.91
C 2.65261 -2.65558 -1.60466 -0.90
C 2.22765 -2.28873 -0.33639 0.47
H -2.52492 -4.96902 2.01509 0.38
H -2.98128 -4.74384 0.32356 0.35
H -2.40247 -3.37396 1.28440 0.20
H -0.72910 -5.83099 0.52551 0.42
H -0.14557 -4.46683 1.45839 -0.18
H -1.23286 -4.21353 -1.38743 0.43
H 0.46381 -4.48878 -1.04004 0.39
H -1.09212 -2.05308 -0.00147 0.26
H -0.18784 -2.07604 -1.48757 0.15
H 2.28779 -0.61571 3.56389 0.11
H 3.92069 -0.91473 2.93287 0.62
H 2.01070 -2.88104 4.27661 0.23
H 3.44194 -2.15911 4.98263 0.50
H 4.09501 -4.33871 4.47733 0.41
H 4.81856 -3.41563 3.18429 0.24
H 2.14052 -4.90655 2.94769 0.28
H 3.68889 -5.61307 2.49047 0.45
H 3.06074 -4.23904 1.59726 -0.04
H 5.21431 -1.70839 1.21485 0.42
H 5.99170 -2.34947 -1.04740 0.41
H 4.38925 -2.95641 -2.81087 0.43
H 1.94623 -2.92105 -2.37925 0.53